Record 1
A molecular structure, C48H50N2O5P3S3SeSiSn in a non-equilibrium geometry, computed with ωB97M-V with the def2-TZVPD basis set.

Output
Charge = -1
HOMO-LUMO gap = 0.2325 hartree
LUMO level = 1.93 eV
Electronic energy = -203237.6249 eV
Multiplicity = 1
E_HOMO = -4.39 eV
M = 1149.82 g/mol

Cartesian coordinates (Å):
Sn: 14.946 12.752 12.589
O: 16.433 18.353 15.691
S: 15.100 17.943 15.985
O: 14.197 18.874 16.586
O: 14.827 16.577 16.278
O: 14.487 17.846 14.325
C: 10.726 18.575 13.407
N: 11.968 17.829 13.526
P: 11.991 16.069 13.851
C: 11.067 15.953 15.432
C: 11.493 16.696 16.517
C: 11.038 16.363 17.822
C: 10.129 15.344 18.013
C: 9.748 14.568 16.912
C: 10.212 14.848 15.633
C: 10.770 15.553 12.595
C: 9.388 15.662 12.737
C: 8.526 15.274 11.710
C: 9.084 14.789 10.503
C: 10.429 14.726 10.310
C: 11.292 15.072 11.360
P: 13.482 18.558 13.420
C: 14.207 18.384 11.780
C: 15.584 18.156 11.685
C: 16.211 18.017 10.469
C: 15.467 18.061 9.296
C: 14.106 18.301 9.366
C: 13.491 18.459 10.579
C: 13.508 20.311 13.937
C: 14.793 20.965 13.892
C: 14.967 22.212 14.390
C: 13.895 22.894 15.010
C: 12.671 22.299 15.076
C: 12.451 21.033 14.508
H: 10.110 18.079 12.662
H: 10.924 19.605 13.075
H: 10.168 18.602 14.352
H: 12.281 17.450 16.506
H: 11.410 16.885 18.699
H: 9.854 14.997 19.001
H: 9.166 13.644 17.035
H: 9.926 14.196 14.807
H: 8.955 16.028 13.682
H: 7.441 15.253 11.857
H: 8.384 14.445 9.744
H: 10.857 14.360 9.397
H: 12.373 15.039 11.119
H: 16.163 18.078 12.623
H: 17.280 17.783 10.455
H: 15.984 17.922 8.379
H: 13.533 18.440 8.464
H: 12.401 18.607 10.629
H: 15.642 20.458 13.387
H: 15.942 22.672 14.408
H: 14.047 23.839 15.485
H: 11.810 22.768 15.455
H: 11.528 20.552 14.707
C: 15.425 7.570 12.382
O: 14.339 8.261 11.751
C: 14.443 9.624 11.588
S: 15.887 10.399 12.022
S: 13.134 10.393 11.013
H: 15.205 6.498 12.308
H: 15.532 7.886 13.422
H: 16.413 7.795 11.955
C: 16.504 14.025 7.235
Si: 14.992 13.534 8.192
C: 15.061 11.721 8.410
C: 13.557 13.964 7.088
Se: 14.842 14.497 10.267
H: 16.397 13.647 6.209
H: 17.419 13.571 7.593
H: 16.687 15.073 7.145
H: 15.348 11.251 7.456
H: 14.110 11.348 8.780
H: 15.813 11.513 9.153
H: 13.725 13.452 6.154
H: 13.561 15.049 6.897
H: 12.551 13.661 7.455
N: 16.995 13.055 12.340
P: 18.085 13.098 13.434
C: 19.414 11.842 13.328
C: 20.284 11.681 14.429
C: 21.436 10.941 14.344
C: 21.713 10.245 13.161
C: 20.835 10.310 12.066
C: 19.689 11.117 12.162
C: 19.078 14.626 13.489
C: 20.489 14.696 13.698
C: 21.065 15.913 14.052
C: 20.310 17.088 14.148
C: 18.946 17.048 13.883
C: 18.335 15.820 13.566
C: 17.605 12.907 15.172
C: 17.242 11.605 15.529
C: 16.819 11.315 16.820
C: 16.735 12.323 17.752
C: 17.099 13.629 17.412
C: 17.550 13.899 16.146
H: 20.035 12.223 15.346
H: 22.085 10.832 15.215
H: 22.615 9.643 13.150
H: 21.010 9.731 11.178
H: 18.975 11.112 11.368
H: 21.081 13.829 13.722
H: 22.137 15.975 14.271
H: 20.755 18.046 14.406
H: 18.370 17.961 14.012
H: 17.257 15.780 13.381
H: 17.193 10.798 14.807
H: 16.448 10.329 17.031
H: 16.325 12.086 18.748
H: 17.012 14.430 18.166
H: 17.825 14.909 15.847

---

Record 2
A molecular structure, C48H51Br2N7O2PS3SiSn in a non-equilibrium geometry, computed with ωB97M-V with the def2-TZVPD basis set.

Output
Charge = -1
HOMO-LUMO gap = 0.2550 hartree
LUMO level = 2.10 eV
Electronic energy = -260724.9320 eV
Multiplicity = 1
E_HOMO = -4.84 eV
M = 1191.76 g/mol
ΔE to the lowest compared entry with this formula, charge and spin = 25.35 kcal per mole

Cartesian coordinates (Å):
Sn: -0.481 0.020 0.346
C: -2.760 -1.874 -2.316
C: -3.280 -1.895 -0.909
C: -4.279 -2.765 -0.500
C: -4.635 -2.769 0.849
C: -4.039 -1.898 1.732
C: -3.062 -0.993 1.251
N: -2.711 -1.046 -0.055
N: -2.388 -0.061 1.955
Si: -2.773 0.472 3.532
C: -2.423 -0.769 4.929
C: -4.605 0.964 3.734
C: -1.732 1.998 3.923
H: -3.572 -1.933 -3.042
H: -2.097 -2.728 -2.470
H: -2.184 -0.961 -2.472
H: -4.741 -3.441 -1.207
H: -5.375 -3.476 1.207
H: -4.276 -1.911 2.787
H: -3.057 -1.656 4.855
H: -2.597 -0.313 5.908
H: -1.383 -1.103 4.892
H: -5.239 0.083 3.858
H: -4.964 1.509 2.857
H: -4.751 1.600 4.610
H: -0.737 1.711 4.273
H: -2.207 2.595 4.706
H: -1.606 2.634 3.043
Br: 0.294 5.169 1.863
C: 1.201 3.733 2.698
C: 2.070 4.007 3.750
C: 2.700 2.978 4.393
Br: 3.873 3.397 5.840
C: 2.481 1.639 4.012
C: 3.078 0.528 4.643
C: 2.786 -0.736 4.218
C: 1.877 -0.903 3.162
N: 1.310 0.109 2.548
C: 1.592 1.374 2.930
C: 0.918 2.444 2.210
O: 0.127 2.250 1.227
H: 2.243 5.032 4.045
H: 3.756 0.689 5.470
H: 3.221 -1.605 4.693
H: 1.599 -1.887 2.801
S: -0.043 -4.667 -2.621
P: 1.091 -4.237 -1.082
S: 0.714 -2.621 0.065
C: 1.191 -5.669 0.074
C: 1.712 -5.498 1.353
C: 1.780 -6.570 2.228
C: 1.324 -7.820 1.833
C: 0.797 -7.992 0.562
C: 0.728 -6.919 -0.316
C: 2.847 -4.040 -1.618
C: 3.244 -4.553 -2.847
C: 4.542 -4.360 -3.302
C: 5.449 -3.649 -2.531
C: 5.060 -3.141 -1.299
C: 3.764 -3.334 -0.844
H: 2.039 -4.513 1.660
H: 2.182 -6.427 3.224
H: 1.373 -8.656 2.521
H: 0.434 -8.966 0.256
H: 0.301 -7.033 -1.305
H: 2.516 -5.085 -3.447
H: 4.841 -4.757 -4.264
H: 6.457 -3.482 -2.893
H: 5.766 -2.582 -0.695
H: 3.450 -2.920 0.106
C: 1.962 2.450 -1.331
N: 1.966 1.003 -1.095
C: 3.285 0.625 -0.583
N: 4.359 0.980 -1.519
C: 4.298 2.426 -1.745
N: 3.005 2.852 -2.282
C: 2.773 2.133 -3.537
N: 2.792 0.682 -3.359
C: 1.759 0.323 -2.382
C: 4.090 0.304 -2.793
H: 2.126 2.970 -0.384
H: 0.989 2.743 -1.724
H: 3.300 -0.454 -0.412
H: 3.458 1.142 0.365
H: 5.086 2.713 -2.447
H: 4.468 2.937 -0.794
H: 3.550 2.414 -4.254
H: 1.799 2.431 -3.936
H: 1.779 -0.758 -2.219
H: 0.777 0.606 -2.769
H: 4.878 0.562 -3.506
H: 4.101 -0.775 -2.629
O: -1.375 1.638 -1.548
S: -2.042 2.798 -0.863
C: -3.796 2.573 -1.234
C: -4.181 1.753 -2.280
C: -5.531 1.571 -2.537
C: -6.481 2.194 -1.738
C: -6.084 2.984 -0.669
C: -4.735 3.173 -0.410
C: -1.758 4.166 -2.019
C: -1.494 3.877 -3.348
C: -1.170 4.906 -4.217
C: -1.100 6.213 -3.751
C: -1.371 6.494 -2.421
C: -1.699 5.466 -1.548
H: -3.428 1.241 -2.867
H: -5.846 0.937 -3.355
H: -7.535 2.048 -1.936
H: -6.826 3.443 -0.027
H: -4.405 3.768 0.433
H: -1.512 2.847 -3.682
H: -0.961 4.686 -5.256
H: -0.811 7.009 -4.426
H: -1.307 7.511 -2.055
H: -1.883 5.671 -0.502

---

Record 3
A molecular structure, C48H51BrN3O3PtSb2 in a non-equilibrium geometry, computed with ωB97M-V with the def2-TZVPD basis set.

Output
Charge = +1
HOMO-LUMO gap = 0.2327 hartree
LUMO level = -3.58 eV
Electronic energy = -147571.4855 eV
Multiplicity = 1
E_HOMO = -9.91 eV
M = 1236.46 g/mol
ΔE to the lowest compared entry with this formula, charge and spin = 10.74 kcal per mole

Cartesian coordinates (Å):
Pt: 0.661 0.713 -0.024
C: 0.778 -3.183 0.421
C: 1.706 -3.113 1.638
C: 2.395 -1.752 1.728
Sb: 1.450 -0.009 2.659
C: 2.262 -0.305 4.631
C: 2.304 0.766 5.518
C: 2.638 0.553 6.847
C: 2.931 -0.728 7.293
C: 2.910 -1.792 6.403
C: 2.581 -1.582 5.069
C: -0.581 -0.002 3.439
C: -0.911 -0.496 4.698
C: -2.128 -0.169 5.280
C: -3.023 0.658 4.618
C: -2.711 1.144 3.355
C: -1.490 0.821 2.780
Sb: -0.762 -1.684 0.435
C: -2.079 -2.485 -1.045
C: -2.848 -1.644 -1.841
C: -3.812 -2.170 -2.694
C: -4.010 -3.541 -2.759
C: -3.238 -4.385 -1.974
C: -2.283 -3.859 -1.115
C: -1.959 -2.578 1.996
C: -3.188 -1.993 2.288
C: -4.064 -2.588 3.183
C: -3.720 -3.781 3.803
C: -2.505 -4.380 3.509
C: -1.633 -3.786 2.603
H: 0.293 -4.157 0.349
H: 1.345 -3.019 -0.494
H: 2.473 -3.887 1.530
H: 1.162 -3.331 2.559
H: 2.614 -1.406 0.715
H: 3.341 -1.815 2.271
H: 2.068 1.766 5.173
H: 2.666 1.388 7.536
H: 3.178 -0.899 8.332
H: 3.141 -2.792 6.746
H: 2.571 -2.424 4.387
H: -0.231 -1.150 5.229
H: -2.377 -0.555 6.260
H: -3.963 0.925 5.084
H: -3.418 1.772 2.826
H: -1.240 1.187 1.785
H: -2.696 -0.575 -1.780
H: -4.424 -1.507 -3.294
H: -4.767 -3.951 -3.415
H: -3.391 -5.456 -2.017
H: -1.707 -4.531 -0.490
H: -3.467 -1.058 1.814
H: -5.018 -2.121 3.394
H: -4.395 -4.247 4.509
H: -2.230 -5.318 3.975
H: -0.705 -4.295 2.378
C: 0.127 4.294 1.980
N: -0.298 4.903 0.691
C: 0.112 6.328 0.622
C: 0.165 4.087 -0.513
C: 1.588 3.635 -0.394
C: 2.606 4.546 -0.694
C: 3.936 4.211 -0.532
C: 4.252 2.947 -0.058
C: 3.247 2.032 0.209
C: 1.891 2.332 0.029
H: -0.358 4.818 2.800
H: 1.206 4.379 2.070
H: -0.143 3.240 1.993
H: -1.317 4.878 0.666
H: 1.195 6.387 0.681
H: -0.330 6.874 1.453
H: -0.228 6.762 -0.315
H: 0.008 4.706 -1.397
H: -0.489 3.223 -0.560
H: 2.354 5.522 -1.095
H: 4.713 4.918 -0.790
H: 5.287 2.660 0.075
H: 3.541 1.044 0.538
Br: 2.861 -2.625 -8.109
C: 2.337 -1.894 -6.440
C: 1.283 -2.465 -5.746
C: 0.939 -1.952 -4.505
C: 1.634 -0.870 -3.975
C: 2.680 -0.300 -4.692
C: 3.041 -0.815 -5.927
C: 1.254 -0.320 -2.631
O: 1.628 0.826 -2.286
O: 0.530 -1.031 -1.888
H: 0.737 -3.298 -6.168
H: 0.134 -2.390 -3.927
H: 3.213 0.539 -4.266
H: 3.856 -0.385 -6.493
N: -1.186 1.470 -1.479
C: -1.163 1.379 -2.636
N: -1.138 1.275 -3.936
C: -2.230 0.655 -4.689
C: -1.636 -0.044 -5.899
O: -0.892 0.873 -6.677
C: 0.225 1.359 -5.958
C: -0.197 2.106 -4.700
H: -2.925 1.430 -5.028
H: -2.752 -0.057 -4.052
H: -2.431 -0.430 -6.533
H: -0.994 -0.872 -5.572
H: 0.752 2.042 -6.622
H: 0.892 0.530 -5.690
H: -0.682 3.049 -4.973
H: 0.673 2.297 -4.072

---

Record 4
A molecular structure, C48H51CaN3O6P4S2 in a non-equilibrium geometry, computed with ωB97M-V with the def2-TZVPD basis set.

Output
Charge = -1
HOMO-LUMO gap (alpha / beta) = 0.1998 / 0.2443 hartree
LUMO level (alpha / beta) = 2.16 / 2.16 eV
Electronic energy = -144623.7129 eV
<S²> = 0.76
Multiplicity = 2
E_HOMO (alpha / beta) = -3.28 / -4.49 eV
M = 994.06 g/mol
ΔE to the lowest compared entry with this formula, charge and spin = 0.00 kcal per mole

Cartesian coordinates (Å):
Ca: 0.458 0.236 2.788
O: -0.051 -1.750 -2.904
C: 0.008 -3.087 -2.580
C: -0.384 -4.107 -3.431
C: -0.324 -5.424 -2.985
C: 0.101 -5.711 -1.703
C: 0.462 -4.676 -0.844
C: 0.437 -3.352 -1.264
P: 0.823 -1.883 -0.206
C: 2.316 -1.289 -1.111
C: 3.110 -2.094 -1.925
C: 4.225 -1.569 -2.566
C: 4.547 -0.227 -2.425
C: 3.737 0.593 -1.651
C: 2.629 0.066 -1.005
C: 1.482 -2.665 1.362
C: 0.327 -3.318 2.071
C: 0.511 -4.365 2.870
C: 1.840 -4.969 3.032
C: 2.882 -4.576 2.299
C: 2.787 -3.473 1.292
C: -0.027 -1.236 -4.173
C: 0.567 -1.871 -5.253
C: 0.514 -1.276 -6.506
C: -0.117 -0.059 -6.676
C: -0.650 0.604 -5.574
C: -0.596 0.046 -4.305
P: -1.206 0.821 -2.732
C: -1.547 2.529 -3.327
C: -2.774 3.178 -3.207
C: -2.919 4.494 -3.634
C: -1.838 5.184 -4.163
C: -0.597 4.562 -4.239
C: -0.453 3.250 -3.817
C: -2.851 -0.016 -2.752
C: -3.130 -0.905 -1.717
C: -4.311 -1.638 -1.715
C: -5.230 -1.479 -2.742
C: -4.961 -0.590 -3.777
C: -3.774 0.127 -3.789
H: -0.767 -3.889 -4.417
H: -0.624 -6.223 -3.653
H: 0.147 -6.739 -1.363
H: 0.776 -4.906 0.166
H: 2.866 -3.141 -2.061
H: 4.846 -2.215 -3.176
H: 5.423 0.178 -2.917
H: 3.978 1.646 -1.553
H: 1.998 0.698 -0.391
H: -0.646 -2.841 1.979
H: -0.314 -4.792 3.428
H: 1.957 -5.750 3.774
H: 3.859 -5.033 2.424
H: 3.082 -3.834 0.302
H: 1.090 -2.807 -5.123
H: 0.976 -1.773 -7.350
H: -0.184 0.386 -7.661
H: -1.105 1.577 -5.710
H: -3.612 2.653 -2.763
H: -3.881 4.985 -3.550
H: -1.959 6.206 -4.501
H: 0.260 5.104 -4.621
H: 0.518 2.765 -3.873
H: -2.418 -1.007 -0.905
H: -4.519 -2.330 -0.907
H: -6.155 -2.042 -2.734
H: -5.684 -0.456 -4.575
H: -3.562 0.806 -4.607
C: 4.146 1.575 2.252
P: 2.488 2.293 1.951
C: 2.920 3.591 0.716
C: 2.337 3.351 3.460
C: 1.003 4.110 3.443
P: -0.430 2.927 3.521
C: -0.701 2.975 5.338
C: -1.762 4.066 2.972
H: 4.483 1.044 1.359
H: 4.061 0.843 3.059
H: 4.867 2.349 2.522
H: 3.737 4.215 1.081
H: 2.049 4.211 0.496
H: 3.222 3.107 -0.216
H: 3.189 4.034 3.509
H: 2.385 2.687 4.330
H: 0.915 4.694 2.522
H: 0.934 4.802 4.285
H: -0.881 4.002 5.660
H: 0.168 2.570 5.860
H: -1.563 2.358 5.584
H: -1.594 5.064 3.380
H: -2.714 3.671 3.324
H: -1.787 4.102 1.883
C: -3.060 -1.491 3.977
S: -2.057 -0.062 3.615
O: -0.899 -0.128 4.507
O: -2.899 1.096 3.801
O: -1.603 -0.233 2.206
H: -3.960 -1.143 4.478
H: -2.483 -2.149 4.624
H: -3.308 -1.985 3.039
O: 1.830 -1.649 3.541
N: 1.978 -0.449 4.260
C: 1.902 -0.671 5.603
C: 1.994 0.454 6.452
N: 2.065 1.389 7.135
C: 1.708 -1.943 6.198
N: 1.553 -2.981 6.689
C: -4.080 2.038 0.802
O: -2.677 1.963 0.619
H: -4.359 1.889 1.846
H: -4.608 1.308 0.179
H: -4.397 3.036 0.494
H: -2.331 1.174 1.066
S: 3.812 -2.017 1.756
C: 2.036 -1.402 2.144